{"formula": "C14H38BrN4O8PS", "method": "ωB97M-V with the def2-TZVPD basis set", "species": ["C", "S", "O", "O", "N", "C", "O", "O", "P", "O", "Br", "H", "H", "H", "H", "H", "C", "O", "C", "C", "C", "N", "H", "H", "H", "H", "H", "H", "H", "H", "H", "H", "H", "C", "O", "C", "C", "C", "N", "H", "H", "H", "H", "H", "H", "H", "H", "H", "H", "H", "C", "O", "C", "C", "C", "N", "H", "H", "H", "H", "H", "H", "H", "H", "H", "H", "H"], "xyz": [[-2.52378, -6.85037, -3.22488], [-2.01906, -6.44790, -4.86104], [-1.56036, -7.61942, -5.54174], [-3.02847, -5.63611, -5.47303], [-0.61838, -5.50651, -4.64480], [-0.70914, -4.35070, -3.84821], [-1.24381, -4.28946, -2.78363], [-0.03661, -3.34291, -4.42656], [-0.21645, -1.81188, -3.70958], [0.76847, -1.05617, -4.73003], [-2.18110, -1.37257, -4.66612], [-1.68985, -6.81198, -2.52541], [-2.93389, -7.86096, -3.28493], [-3.29428, -6.13468, -2.93540], [-0.31352, -5.23808, -5.58116], [1.55544, -0.75047, -4.24274], [0.20406, -0.20820, -0.60483], [1.01233, 0.58254, -1.45915], [0.65796, 1.95113, -1.54592], [1.22085, 2.81903, -0.41419], [0.48941, 2.65580, 0.91202], [2.65508, 2.59692, -0.20323], [-0.84477, 0.10183, -0.64122], [0.55673, -0.19076, 0.42878], [0.27615, -1.23085, -0.96670], [1.08263, 2.30176, -2.49084], [-0.43266, 2.05675, -1.61693], [1.09219, 3.85836, -0.73223], [0.76739, 1.72799, 1.41447], [0.74101, 3.47832, 1.57893], [-0.59206, 2.66795, 0.77084], [3.16487, 2.82412, -1.05190], [2.80044, 1.59875, -0.07193], [4.47275, -1.33406, 1.65293], [3.54929, -1.85383, 0.71552], [3.63846, -3.24274, 0.46932], [2.90747, -4.12479, 1.48906], [3.63320, -4.25937, 2.82355], [1.53380, -3.67962, 1.73601], [5.43326, -1.85512, 1.59455], [4.09446, -1.39346, 2.67635], [4.62773, -0.28324, 1.40933], [3.16675, -3.39349, -0.50592], [4.69108, -3.54208, 0.37331], [2.84977, -5.12257, 1.04257], [3.51878, -3.36336, 3.43394], [3.21773, -5.09168, 3.39049], [4.69953, -4.44374, 2.67953], [1.00278, -3.70721, 0.87024], [1.56278, -2.69616, 1.99237], [-4.92707, 6.83255, 2.36123], [-3.60916, 7.32312, 2.50791], [-2.80384, 6.64270, 3.44918], [-2.13125, 5.37068, 2.91876], [-3.07543, 4.18017, 2.78410], [-1.45237, 5.58396, 1.63828], [-5.32442, 6.47130, 3.31491], [-4.98617, 6.02890, 1.62299], [-5.54529, 7.66010, 2.01521], [-2.01976, 7.35270, 3.72492], [-3.38410, 6.42648, 4.35656], [-1.36482, 5.10108, 3.65256], [-3.71575, 4.27365, 1.90661], [-2.50098, 3.26106, 2.66950], [-3.71203, 4.07521, 3.66461], [-0.73334, 6.29316, 1.74929], [-2.12069, 5.99843, 0.99353]], "forces_ev_per_angstrom": [[-0.2, 0.0, 0.4], [-0.1, -0.2, -0.2], [0.1, 0.1, 0.1], [0.1, 0.0, 0.1], [-0.3, 0.7, -0.1], [0.4, -0.5, -0.5], [-0.5, 0.1, 0.5], [0.1, 0.1, -0.1], [-0.2, -0.3, 0.1], [0.4, 0.1, 0.1], [0.1, 0.2, 0.0], [0.0, 0.0, -0.2], [0.1, 0.1, -0.1], [0.2, -0.1, 0.0], [0.2, -0.3, 0.1], [-0.3, 0.1, -0.2], [0.2, -0.1, 0.1], [-0.1, -0.1, -0.1], [0.0, 0.1, -0.1], [0.1, -0.1, 0.1], [0.0, 0.0, 0.1], [0.0, 0.0, -0.1], [0.0, 0.0, 0.0], [0.0, 0.1, 0.0], [0.0, 0.0, 0.1], [0.0, 0.0, 0.0], [0.0, 0.0, 0.1], [0.0, 0.0, 0.0], [0.0, 0.0, -0.1], [0.0, 0.0, 0.0], [0.0, 0.0, 0.0], [0.0, 0.1, 0.0], [0.0, 0.0, 0.1], [0.0, 0.1, 0.0], [0.0, 0.1, 0.0], [0.0, -0.1, -0.1], [0.0, 0.1, 0.1], [0.0, -0.1, 0.0], [0.0, 0.1, -0.1], [0.0, 0.0, 0.0], [0.0, 0.0, 0.0], [0.0, 0.0, 0.0], [0.0, 0.0, 0.0], [0.0, 0.0, 0.1], [0.0, 0.0, 0.0], [0.0, 0.0, 0.0], [0.0, 0.0, 0.0], [0.0, 0.0, 0.0], [0.0, -0.1, 0.0], [0.0, 0.0, 0.1], [0.0, 0.1, 0.0], [0.0, 0.0, 0.0], [0.1, 0.0, 0.1], [-0.1, -0.1, -0.1], [0.0, -0.1, 0.0], [0.0, 0.2, 0.0], [0.0, 0.0, 0.0], [0.0, 0.0, 0.0], [0.0, 0.0, 0.0], [0.0, 0.0, 0.0], [0.0, -0.1, 0.0], [0.0, 0.0, 0.0], [0.0, 0.0, 0.0], [0.0, 0.0, 0.0], [0.0, 0.0, 0.0], [0.0, -0.1, 0.0], [0.0, -0.1, 0.0]], "total_charge": 0, "homo_energy_ev": -9.2, "multiplicity": 1, "total_energy_ev": -127641.2885, "gap_ev": 9.5, "smiles": "CS(=O)(=O)NC(=O)OP(O)Br.COC[C@@H](C)N.COC[C@@H](C)N.COC[C@@H](C)N"}